No. 1
Formula: C10H17F3O8Pb
Source: OMol25
Level of theory: ωB97M-V with the def2-TZVPD basis set

```
! RIJCOSX wB97M-V def2-TZVPD def2/J DEFGRID3
* xyz -4 1
Pb -1.29 -1.83 -0.36
O -4.54 6.30 -0.81
C -3.14 6.52 -1.07
C -1.94 5.60 -0.38
O -2.08 4.16 -0.35
H -2.96 7.57 -0.82
H -3.06 6.39 -2.15
H -1.70 5.99 0.61
H -0.99 5.90 -0.81
O -4.71 -2.36 -3.66
C -4.43 -3.06 -4.87
C -3.36 -4.31 -4.92
O -2.05 -4.12 -4.32
H -4.05 -2.40 -5.65
H -5.35 -3.20 -5.43
H -3.21 -4.67 -5.94
H -3.77 -5.17 -4.40
O -4.58 -2.77 3.53
C -4.50 -4.20 3.95
C -3.12 -5.03 4.07
O -2.33 -5.25 2.92
H -5.22 -4.84 3.44
H -5.09 -4.24 4.86
H -3.38 -6.02 4.45
H -2.58 -4.57 4.90
C 6.52 3.60 1.42
C 5.38 2.63 1.15
O 6.06 1.43 0.89
C 5.43 0.21 0.89
O 4.27 0.00 1.01
C 6.28 -1.02 0.39
F 5.44 -1.93 -0.19
F 7.29 -0.69 -0.42
F 6.83 -1.62 1.40
H 7.09 3.85 0.52
H 7.30 3.20 2.08
H 6.12 4.53 1.81
H 4.75 2.90 0.31
H 4.68 2.51 1.97
*
```

Output
Frontier orbital gap in eV: 1.435
E_tot in a.u.: -1484.66259

No. 2
Formula: C10H17FInO3
Source: OMol25
Level of theory: ωB97M-V with the def2-TZVPD basis set

```
! RIJCOSX wB97M-V def2-TZVPD def2/J DEFGRID3
* xyz -1 1
O 4.36 0.31 1.97
C 3.81 1.48 1.37
C 2.32 1.47 1.55
O 1.83 2.66 0.96
C 0.45 2.63 0.72
O -0.23 2.72 1.90
C -1.67 2.68 1.69
In -2.52 0.58 1.75
H 5.10 0.03 1.42
H 3.99 1.51 0.31
H 4.22 2.37 1.83
H 2.05 1.39 2.59
H 1.92 0.59 1.05
H 0.20 1.71 0.18
H 0.24 3.48 0.06
H -2.10 3.22 2.51
H -1.94 3.15 0.74
H -3.92 0.48 0.63
H -1.23 -0.59 1.33
H -3.15 0.27 3.41
F -3.16 -2.04 -0.69
C -2.16 -2.36 -1.51
C -1.80 -1.47 -2.50
C -0.75 -1.80 -3.35
C -0.09 -3.01 -3.20
C -0.46 -3.89 -2.19
C -1.50 -3.57 -1.34
H -2.33 -0.54 -2.59
H -0.46 -1.11 -4.13
H 0.73 -3.27 -3.86
H 0.06 -4.83 -2.07
H -1.80 -4.23 -0.54
*
```

Output
Frontier orbital gap in eV: 6.739
E_tot in a.u.: -906.85569

No. 3
Formula: C10H17FO5Pb
Source: OMol25
Level of theory: ωB97M-V with the def2-TZVPD basis set

```
! RIJCOSX wB97M-V def2-TZVPD def2/J DEFGRID3
* xyz 2 1
C 3.09 0.08 1.33
C 3.54 0.45 -0.23
C 2.29 0.91 -1.19
C 1.06 -0.21 -1.11
O -0.03 0.45 -0.38
C -0.90 -0.50 0.32
C -1.20 -1.90 -0.49
C -0.30 -3.19 0.06
O -0.56 -3.89 1.17
F 0.90 -3.66 -0.74
O -0.21 -0.90 1.59
C -0.40 0.13 2.63
O -0.52 -0.25 3.93
O -2.12 0.24 0.73
C -2.81 0.83 -0.43
C -2.56 2.44 -0.65
H 4.07 -0.14 1.97
H 2.38 0.88 1.81
H 2.48 -0.94 1.34
H 4.06 -0.47 -0.78
H 4.38 1.28 -0.12
H 1.83 1.96 -0.87
H 2.62 1.07 -2.33
H 1.50 -1.16 -0.60
H 0.66 -0.43 -2.20
H -2.33 -2.20 -0.23
H -1.17 -1.80 -1.67
H -0.42 1.29 2.44
H -2.61 0.30 -1.46
H -3.98 0.70 -0.22
H -2.15 3.01 0.29
H -3.51 2.93 -1.14
H -1.69 2.52 -1.47
Pb -5.38 0.15 -1.30
*
```

Output
Frontier orbital gap in eV: 3.081
E_tot in a.u.: -1059.07833

No. 4
Formula: C10H17N2
Source: OMol25
Level of theory: ωB97M-V with the def2-TZVPD basis set

```
! RIJCOSX wB97M-V def2-TZVPD def2/J DEFGRID3
* xyz 1 1
C -3.42 1.68 -0.66
C -2.66 0.92 0.11
C -1.53 0.48 0.52
C -1.13 0.86 1.98
N -1.04 -0.87 0.13
C -2.14 -1.74 0.27
C 0.21 -1.09 -0.27
C 0.81 -2.46 -0.52
N 0.97 -0.08 -0.47
C 2.01 0.62 -0.32
C 2.65 1.32 -1.53
C 2.64 0.70 0.99
H -4.55 1.53 -0.49
H -3.12 2.41 -1.42
H -2.01 1.38 2.51
H -0.88 0.00 2.56
H -0.20 1.56 2.01
H -2.94 -1.56 -0.43
H -1.78 -2.71 -0.08
H -2.51 -1.77 1.26
H 0.12 -3.23 -0.27
H 1.14 -2.63 -1.62
H 1.74 -2.47 0.13
H 3.76 1.00 -1.56
H 2.61 2.45 -1.19
H 2.17 1.11 -2.55
H 1.96 0.39 1.89
H 2.76 1.85 1.31
H 3.57 0.23 1.13
*
```

Output
Frontier orbital gap in eV: 9.746
E_tot in a.u.: -500.37138
Energy above the lowest of the compared OMol25 structures with the same formula, charge and spin in kJ/mol: 255.0

No. 5
Formula: C10H17N3OS
Source: OMol25
Level of theory: ωB97M-V with the def2-TZVPD basis set

```
! RIJCOSX wB97M-V def2-TZVPD def2/J DEFGRID3
* xyz 2 1
C 0.37 -0.29 -2.97
C -1.41 -0.80 -1.42
C 1.19 0.10 -1.93
C -0.62 -0.30 -0.36
C -0.98 -0.70 -2.73
C 0.61 0.19 -0.68
C 2.79 0.14 4.45
C 0.23 -0.02 4.55
C -1.82 -1.21 -3.85
C 1.54 -0.35 3.94
N -0.93 2.50 0.93
N -0.18 2.39 0.05
N -2.07 -0.14 -4.92
O 1.06 0.94 1.89
S 1.46 1.21 0.48
H 0.82 -0.42 -3.86
H -2.33 -1.30 -1.32
H 2.07 0.66 -2.21
H -0.98 -0.34 0.68
H 3.39 -0.65 4.74
H 3.26 0.52 3.57
H 2.78 0.71 5.40
H -0.45 0.33 3.77
H 0.21 0.54 5.51
H -0.24 -0.96 4.74
H -1.45 -2.16 -4.40
H -2.77 -1.43 -3.46
H 1.59 -1.17 3.11
H -0.78 1.94 1.77
H -2.83 0.41 -4.58
H -2.40 -0.66 -5.74
H -1.14 0.31 -5.13
*
```

Output
Frontier orbital gap in eV: 7.076
E_tot in a.u.: -1028.17934
Energy above the lowest of the compared OMol25 structures with the same formula, charge and spin in kJ/mol: 355.9

No. 6
Formula: C10H17N4
Source: OMol25
Level of theory: ωB97M-V with the def2-TZVPD basis set

```
! RIJCOSX wB97M-V def2-TZVPD def2/J DEFGRID3
* xyz 1 1
C 1.18 1.40 0.40
C -1.10 -0.36 -1.79
C 1.39 0.08 0.00
C 0.48 -0.85 -0.46
C 2.81 -0.36 0.03
C 0.78 -2.25 -0.81
C -2.75 -2.45 -0.88
C 1.26 4.55 1.63
C -1.53 0.70 0.25
C -1.86 -1.81 0.14
N 1.53 2.41 0.90
N -0.98 -0.05 -2.87
N 2.02 3.38 1.34
N -1.02 -0.61 -0.39
H 3.20 -0.65 -0.94
H 2.98 -1.26 0.60
H 3.39 0.49 0.55
H 0.74 -2.97 0.04
H 1.85 -2.18 -1.16
H 0.14 -2.59 -1.58
H -3.56 -3.05 -0.15
H -3.31 -1.76 -1.42
H -2.37 -3.24 -1.62
H 1.42 4.86 2.65
H 1.59 5.43 1.03
H 0.13 4.43 1.48
H -0.97 1.54 -0.09
H -2.60 0.78 0.04
H -1.35 0.41 1.34
H -1.09 -2.51 0.70
H -2.40 -1.51 1.05
*
```

Output
Frontier orbital gap in eV: 8.039
E_tot in a.u.: -609.75775
Energy above the lowest of the compared OMol25 structures with the same formula, charge and spin in kJ/mol: 567.4

No. 7
Formula: C10H17N4O2S
Source: OMol25
Level of theory: ωB97M-V with the def2-TZVPD basis set

```
! RIJCOSX wB97M-V def2-TZVPD def2/J DEFGRID3
* xyz 1 1
N 3.10 2.63 1.60
C 1.84 2.32 1.33
N 1.51 1.92 -0.02
C 1.54 0.38 0.03
C 1.32 -0.11 1.52
C 0.29 0.86 2.28
C -1.11 0.65 1.55
S -1.84 2.17 0.81
O -2.85 2.71 1.78
O -2.60 1.70 -0.41
N 0.76 2.31 2.25
H 3.42 3.39 2.21
H 3.82 2.05 1.15
H 2.27 2.27 -0.61
H 2.51 0.03 -0.40
H 0.67 0.04 -0.60
H 0.81 -1.12 1.48
H 2.27 -0.27 2.09
H 0.18 0.55 3.35
H -1.86 0.24 2.28
H -1.04 -0.11 0.71
H -0.88 3.09 0.44
H 1.09 2.55 3.19
N -0.60 -1.70 -1.62
C 0.00 -2.81 -2.09
C -0.64 -3.75 -2.89
C -1.96 -3.53 -3.23
C -2.60 -2.39 -2.76
C -1.88 -1.51 -1.97
H 1.03 -2.94 -1.79
H -0.11 -4.62 -3.23
H -2.49 -4.24 -3.85
H -3.63 -2.18 -3.01
H -2.33 -0.60 -1.58
*
```

Output
Frontier orbital gap in eV: 7.313
E_tot in a.u.: -1158.59112